Below is a molecular structure, C6H7CaNO4 at a distorted geometry, with properties calculated with wB97M-V/def2-TZVPD.

```
19
Properties=species:S:1:pos:R:3:mulliken_charge:R:1
Ca 0.0000 0.0000 0.0000 1.87
O 0.1420 3.0334 0.3338 -0.08
C 0.0888 1.8912 0.1868 0.05
C -0.0914 -1.9001 0.0261 0.09
O -0.1471 -3.0505 0.0760 -0.09
C 1.9028 -0.0902 -0.0013 0.09
O 3.0543 -0.1456 0.0209 -0.09
C -1.9021 0.0924 -0.0437 0.10
O -3.0538 0.1476 -0.0470 -0.09
C 0.0326 0.6888 -5.0909 -0.56
H -0.8582 1.2899 -5.2370 0.28
H 0.9798 1.2015 -5.2170 0.29
C -0.0332 -0.6905 -5.1493 -0.53
H 0.8617 -1.2782 -5.3218 0.28
H -0.9763 -1.1899 -5.3419 0.28
N -0.0318 -0.1094 2.3845 -0.89
H 0.8062 -0.6233 2.7373 0.34
H -0.8853 -0.6130 2.7144 0.34
H -0.0321 0.8446 2.8094 0.31
```

Properties
Highest occupied orbital energy, eV: -15.26
E_LUMO, eV: -11.61
Charge: +2